This record from the OMol25 dataset describes C14H17N3O4 in the gas phase in a non-equilibrium geometry. The level of theory is ωB97M-V/def2-TZVPD.

HOMO-LUMO gap, eV: 9.21
E, eV: -27452.914
LUMO energy, Eh: 0.020
Structure (SMILES): N[C@@H](CO)C(=O)N[C@@H](Cc1c[nH]c2ccccc12)C(=O)O
Total charge: 0
Relative energy (zero: lowest compared OMol25 entry of this formula, charge and spin), kcal/mol: 78.49

CARTESIAN COORDINATES (ANGSTROEM)
N -4.7516 -0.1429 1.0086
C -4.4105 -0.3178 -0.4326
C -4.5829 1.0451 -1.0517
O -4.0291 2.0294 -0.1058
C -3.0400 -0.9194 -0.4989
O -2.9284 -2.1419 -0.2458
N -2.0533 0.0184 -0.5487
C -0.8405 -0.4606 0.0671
C 0.4319 0.3503 -0.5774
C 1.7167 -0.3518 -0.5921
C 2.0507 -1.6787 -0.8586
N 3.3763 -1.9355 -0.5052
C 3.9674 -0.7601 -0.1673
C 5.3025 -0.4660 0.2032
C 5.7055 0.7932 0.4939
C 4.7145 1.8261 0.3099
C 3.3517 1.6183 0.1045
C 2.9584 0.2917 -0.2028
C -0.8150 -0.5012 1.6327
O -1.8185 -0.2215 2.2785
O 0.3564 -0.8439 2.1504
H -5.4126 -0.9280 1.2635
H -3.8927 -0.1809 1.5617
H -5.0580 -1.0004 -0.8781
H -4.2836 1.3768 -2.0761
H -5.5931 1.2172 -1.0777
H -4.6485 1.8741 0.7034
H -2.2657 1.0078 -0.3309
H -0.7423 -1.5042 -0.2995
H 0.5144 1.2772 0.0849
H -0.0409 0.7699 -1.4909
H 1.2994 -2.3843 -1.1117
H 3.8578 -2.7342 -1.1264
H 6.0072 -1.2921 0.0935
H 6.7966 0.8453 0.7270
H 5.1119 2.9389 0.2616
H 2.6813 2.4925 -0.1995
H 1.0063 -1.0068 1.4333

Force components x, y, z for each atom (eV/Å):
-1.287 -1.544 -0.246
0.896 0.884 0.286
1.786 1.968 0.392
-1.702 -0.534 0.679
-1.179 -1.539 1.582
0.653 2.457 -1.127
1.220 -0.411 1.242
2.500 -0.268 -1.313
-3.163 1.430 1.760
1.859 -0.742 -0.230
-0.620 2.198 1.198
0.042 -3.318 -3.093
-0.190 2.930 0.436
-0.845 -2.273 -0.928
-0.489 0.578 -0.511
1.524 2.718 0.590
0.369 0.373 -1.688
1.095 -1.500 0.616
-2.216 0.817 -1.018
1.977 -0.546 -0.596
0.099 -0.109 0.156
1.429 1.251 -0.038
-0.380 -0.196 0.111
-1.277 -1.194 -0.717
0.631 -1.042 0.793
-2.789 0.369 0.005
1.799 0.290 -1.718
-0.562 -0.872 -0.245
0.012 0.440 0.509
0.220 -1.018 -0.775
0.951 -0.626 -0.003
0.115 -1.039 -0.348
-1.095 2.519 2.354
0.057 0.205 0.461
-1.212 0.955 -0.228
-0.959 -2.383 0.473
0.975 -1.311 0.897
-0.243 0.082 0.281